Below is a 14-piece molecular cluster, C36H49N15O3 overall, with properties calculated with ωB97M-V/def2-TZVPD.

## Properties
* HOMO: -8.382 eV

Cartesian coordinates (Å):
N  -2.250  -2.372  3.984
C  -1.769  -1.125  3.439
C  -2.684  -0.113  2.957
C  -4.248  -0.236  2.956
C  -4.872  -0.989  4.169
O  -6.310  -0.879  4.048
C  -2.056  1.119  2.388
C  -0.633  1.287  2.312
C  0.266  0.277  2.789
C  -0.352  -0.914  3.355
C  0.821  -1.794  3.796
O  0.834  -2.852  4.395
N  1.999  -1.112  3.402
C  1.795  0.186  2.802
O  2.640  0.943  2.398
H  -2.704  -2.138  4.873
H  -1.407  -2.883  4.273
H  -4.538  -0.638  1.957
H  -4.653  0.820  3.009
H  -4.507  -0.643  5.161
H  -4.650  -2.084  4.082
H  -6.476  -0.738  3.103
H  -2.712  1.928  2.016
H  -0.200  2.202  1.856
H  2.776  -1.146  4.058
C  1.042  4.461  4.848
C  1.570  3.371  4.006
N  1.984  2.512  3.349
H  0.290  4.071  5.535
H  1.851  4.906  5.429
H  0.593  5.231  4.222
C  2.594  0.766  -0.749
C  2.240  1.506  -1.975
N  1.964  2.081  -2.932
H  2.859  1.465  0.043
H  1.750  0.165  -0.422
H  3.442  0.111  -0.943
C  -0.546  -0.559  -1.829
C  -1.710  -0.276  -0.969
N  -2.619  -0.055  -0.302
H  -0.831  -1.252  -2.619
H  -0.184  0.366  -2.279
H  0.251  -1.003  -1.236
C  2.123  1.741  -6.397
C  2.408  0.495  -7.133
N  2.630  -0.476  -7.706
H  2.281  1.587  -5.329
H  2.784  2.534  -6.743
H  1.090  2.041  -6.563
C  2.826  8.441  3.785
C  1.834  7.637  3.047
N  1.060  7.018  2.459
H  2.824  8.155  4.836
H  3.820  8.272  3.373
H  2.581  9.499  3.701
C  4.264  -4.007  2.120
C  3.914  -3.280  0.885
N  3.642  -2.711  -0.076
H  4.528  -3.301  2.904
H  3.411  -4.603  2.449
H  5.104  -4.662  1.936
C  2.040  -3.645  -7.497
C  1.454  -4.857  -8.102
N  0.998  -5.812  -8.559
H  1.600  -3.471  -6.517
H  3.116  -3.770  -7.387
H  1.847  -2.782  -8.132
C  2.054  8.261  8.305
C  2.585  7.176  7.456
N  2.998  6.330  6.797
H  1.304  7.863  8.987
H  2.862  8.706  8.883
H  1.597  9.028  7.681
C  1.360  -9.095  -9.962
C  1.900  -10.197  -10.784
N  2.320  -11.055  -11.423
H  0.623  -9.483  -9.261
H  2.165  -8.619  -9.405
H  0.885  -8.354  -10.602
C  -5.839  4.152  1.135
C  -5.179  3.762  2.395
N  -4.666  3.457  3.379
H  -5.858  5.238  1.049
H  -5.296  3.737  0.287
H  -6.864  3.773  1.119
C  0.716  -4.051  -11.568
C  -0.199  -2.904  -11.723
N  -0.912  -2.010  -11.843
H  0.320  -4.743  -10.826
H  0.823  -4.569  -12.521
H  1.696  -3.705  -11.242
C  -10.705  3.923  1.096
C  -9.449  3.362  0.564
N  -8.470  2.924  0.150
H  -11.454  3.137  1.181
H  -10.530  4.355  2.080
H  -11.076  4.698  0.427
C  5.919  -6.914  4.845
C  6.303  -5.770  3.995
N  6.601  -4.879  3.332
H  6.725  -7.647  4.863
H  5.726  -6.571  5.860
H  5.019  -7.384  4.449